[1]
DFT (ωB97M-V/def2-TZVPD) results for C12H29NO8P2RuSe2Te as an isolated structure in a non-equilibrium geometry.

Results
* total charge: -1
* LUMO (spin up / spin down): 2.48 / 2.50 eV
* energy above the lowest of the compared OMol25 structures with the same formula, charge and spin: 182.5 kJ/mol
* multiplicity: 2

Structure (XYZ):
```
56
Properties=species:S:1:pos:R:3:forces:R:3
H -4.3828 -1.7663 -0.0026 0.009 -0.013 -0.022
C -3.6317 -0.9914 -0.1808 0.131 -0.011 -0.232
H 5.2439 -0.8660 3.2165 0.011 0.026 0.003
H 1.5156 1.5884 -3.3273 0.017 0.022 -0.003
C -4.0591 0.3016 0.5043 -0.083 -0.112 -0.028
H 2.0504 3.1657 -2.6821 -0.023 -0.002 -0.047
H 6.5936 -0.8093 2.0719 -0.007 0.010 0.016
H 0.6722 -4.0467 0.1486 -0.002 -0.019 0.048
O 0.3263 -1.9330 -1.5796 0.747 0.048 0.084
P 0.6897 1.9773 -1.0929 0.270 0.196 1.128
C -4.4515 0.0643 1.9751 0.161 0.030 0.082
H -2.9815 -1.1441 2.4016 0.133 0.187 -0.075
O -3.4777 -0.4370 2.8556 -0.172 -0.114 0.026
H 1.7066 -5.0222 -0.8937 -0.013 0.017 0.006
H -3.5145 2.3822 0.3792 -0.018 0.007 -0.007
H -2.7587 1.3421 -0.8266 -0.134 0.081 -0.066
H 1.5076 -5.4666 0.8178 0.003 -0.006 -0.034
H -1.1224 2.5228 -2.5762 0.004 0.045 -0.008
C 2.7679 -3.7620 0.4954 -0.054 0.043 -0.029
O 4.2978 -1.0684 0.7624 0.109 0.104 0.012
Se -1.3864 1.4910 1.2309 0.532 -0.506 0.356
H 1.7129 4.0478 -0.2738 0.011 -0.015 0.001
C -3.0463 1.4059 0.2221 0.048 0.171 0.066
H 2.3767 2.5869 0.5043 0.008 -0.004 -0.015
H -5.3170 -0.6184 1.9464 -0.064 0.036 0.052
H 2.7068 -3.4718 1.5461 -0.019 0.080 0.014
H -5.7897 1.5903 0.4379 0.014 0.041 -0.012
C 4.7851 0.1303 1.3747 0.019 -0.008 -0.034
H 6.1269 0.6517 2.9678 0.012 -0.024 -0.014
P 2.7739 -1.1217 0.2207 0.822 0.000 0.366
C 1.4651 3.0688 0.1461 0.185 0.101 -0.083
H 3.9536 0.7072 1.7873 -0.064 -0.016 -0.010
H 0.7791 3.1899 0.9807 0.001 0.030 0.023
O -0.5882 -0.1346 -2.2868 -0.240 0.063 0.510
Te 1.3369 -0.8181 2.1387 -0.201 0.147 -0.322
C -5.3859 0.7445 -0.1337 -0.013 -0.042 -0.150
H 5.2731 0.7378 0.6097 -0.007 -0.008 -0.047
O -5.1871 1.1197 -1.4963 -0.023 -0.011 0.064
H -0.2395 3.9882 -2.0716 0.011 -0.017 0.002
O 2.7666 -2.5961 -0.3430 -0.007 -0.163 0.004
H -4.7948 1.0091 2.4099 -0.005 0.026 -0.022
C 1.8990 2.1098 -2.4485 -0.122 -0.189 -0.228
O 0.0963 -1.6262 -3.7057 -0.113 0.000 -0.099
N -0.0403 -1.2582 -2.5592 -0.144 -0.034 0.022
H -6.1038 -0.0818 -0.0704 -0.019 -0.016 -0.016
H -1.3868 3.1960 -0.9555 0.028 0.058 0.011
C 5.7499 -0.2467 2.4745 0.009 -0.042 0.010
H 3.7225 -4.2656 0.3381 0.027 -0.009 -0.017
C -0.6482 3.0330 -1.7355 -0.106 -0.197 -0.218
H -3.5667 -0.8228 -1.2547 -0.081 0.029 -0.011
O 2.5338 -0.1397 -0.8774 -0.063 -0.462 0.560
Se -1.9472 -1.8285 0.3720 0.376 -0.061 0.561
H -6.0398 1.3474 -1.8748 0.004 -0.019 0.013
Ru -0.0085 -0.1684 -0.0490 -1.875 0.490 -2.183
C 1.5919 -4.6319 0.1179 -0.020 -0.001 -0.028
H 2.8343 1.6439 -2.1564 -0.007 0.032 0.021
```
Forces are in eV/Å.

[2]
DFT (ωB97M-V/def2-TZVPD) results for C12H30As2F12N6O6Tl as an isolated structure in a non-equilibrium geometry.

Results
* total charge: +1
* LUMO: -9.10 eV
* energy above the lowest of the compared OMol25 structures with the same formula, charge and spin: 134.6 kJ/mol

Structure (XYZ):
```
69
Properties=species:S:1:pos:R:3:forces:R:3
H -4.1265 4.1985 -0.5616 -0.034 0.287 0.235
H -0.6084 3.5025 4.2358 -0.300 -0.352 0.184
H -3.0502 1.5727 3.1571 0.148 -0.221 -0.233
H -2.4268 2.1136 4.6650 0.246 -0.101 0.133
H -4.4269 2.6588 0.0936 0.618 -0.397 0.181
H -3.5845 -5.2611 -0.2849 0.005 0.030 0.088
H 2.9886 0.6839 -4.8610 -0.363 0.209 -0.330
C -2.2148 1.4256 3.8462 -0.738 0.585 0.006
H -0.6004 4.4822 0.3336 -0.044 0.027 -0.110
F 3.5654 4.6146 0.4315 -0.354 -0.541 0.039
H 0.5778 -2.4299 -5.5561 0.011 -0.362 0.036
N -0.2744 2.8580 3.5398 0.513 0.509 -0.240
H 4.6708 0.9557 -3.0274 -0.339 -0.018 -0.466
F 2.1587 3.4441 2.0647 -0.163 -0.227 0.100
C -2.3529 3.4233 0.2210 0.879 -1.031 0.179
H -2.2267 0.3944 4.1898 0.218 -0.016 -0.110
O 1.6478 0.3431 -2.0704 0.263 -0.851 0.761
H -2.6362 -1.6972 -4.9157 -0.084 -0.034 -0.265
H -4.2532 -3.6805 0.2128 0.046 0.044 -0.030
F -2.4699 -3.1488 2.7851 0.633 0.471 -0.263
C -3.7360 -4.2221 -0.5719 0.227 0.135 -0.373
N 3.9145 -1.3625 1.3483 -0.685 0.164 0.584
F -0.5354 -2.2724 1.4900 0.163 0.144 -0.491
H -2.1231 5.3775 0.5040 0.378 0.183 0.006
F -1.0461 -3.6714 4.6782 0.322 0.312 -0.793
O -0.4255 1.0136 2.3158 0.803 0.024 -1.074
C -0.9263 1.7683 3.1587 -0.734 -0.533 0.589
As -0.7462 -3.0187 3.0841 -0.526 -0.803 1.640
F 2.6826 3.1242 -1.3629 0.206 -0.087 0.450
N -1.4353 -4.3816 -1.2975 0.782 -0.098 -0.750
H 4.3360 -0.7604 -2.6992 0.113 0.029 -0.064
C 2.8333 -0.7789 1.8868 0.935 0.315 -0.879
H -0.5667 -3.9961 -1.6323 -0.012 0.188 0.281
F 1.3321 1.9287 0.2672 -0.187 0.155 0.280
H 0.9905 -2.6342 -3.8609 0.321 0.145 -0.209
F -0.8713 -1.3660 3.7151 -0.237 -0.760 -0.299
F -0.5251 -4.6165 2.3784 -0.088 0.943 0.105
O -1.8305 2.3046 0.0537 -0.341 -0.845 -0.146
H 0.6111 3.1072 3.1101 0.007 -0.193 -0.253
H 4.1136 0.4865 -1.4730 -0.370 -0.092 0.041
O -0.7747 -1.0829 -3.0714 -0.303 -0.573 0.503
N 0.3788 -2.2934 -4.5826 -0.430 -0.258 0.275
H -1.5204 -5.3773 -1.4006 -0.406 0.011 0.162
H 1.2686 0.8123 -4.3668 0.142 0.061 -0.458
F 3.7661 2.1240 0.6539 -0.600 0.383 0.072
As 2.4755 3.2748 0.3640 0.390 0.471 -1.583
F 1.1309 4.3949 -0.0120 0.428 -0.494 0.562
H -1.4446 -1.6046 -6.2421 -0.086 0.003 -0.004
C -3.8412 3.5560 0.2786 -0.927 0.476 -0.669
H 3.7732 -1.8756 0.4961 0.419 0.059 -0.118
H -1.9160 -0.1597 -5.2947 0.233 0.043 0.095
H 2.1882 -0.6469 3.9036 0.115 -0.117 0.025
Tl -0.5264 -0.1362 -0.3144 0.852 -0.023 0.746
C 2.9218 -0.1703 3.2551 -0.241 0.787 0.100
O -2.2344 -2.3676 -0.6890 -0.202 1.200 -0.093
H -4.3098 -4.2054 -1.5004 -0.174 0.037 0.101
H 2.6518 0.8827 3.1439 -0.245 -0.075 -0.060
N -1.6180 4.5152 0.3845 -0.666 0.193 0.079
C -2.4035 -3.5725 -0.8869 0.107 -0.492 0.980
C 3.9912 0.2636 -2.5323 0.508 -0.535 0.556
H 4.7878 -1.3017 1.8392 0.117 -0.390 -0.154
N 2.2444 0.6419 -4.1872 0.385 -0.490 -0.026
C -1.7116 -1.2269 -5.2576 -0.161 -0.520 0.332
C -0.6951 -1.5742 -4.1937 0.433 1.653 -0.440
C 2.5476 0.3514 -2.9237 -0.810 1.635 0.760
H 3.9214 -0.1355 3.6867 0.050 -0.561 -0.100
H -4.2162 3.9958 1.2022 0.251 0.177 0.012
O 1.7987 -0.6153 1.2409 -1.246 -0.129 0.226
F 0.9621 -2.9495 3.4152 -0.171 0.133 -0.422
```
Forces are in eV/Å.

[3]
DFT (ωB97M-V/def2-TZVPD) results for C12H30BaF6O10 as an isolated structure in a non-equilibrium geometry.

Results
* total charge: -1
* LUMO (spin up / spin down): 2.42 / 0.44 eV
* multiplicity: 2

Structure (XYZ):
```
59
Properties=species:S:1:pos:R:3:forces:R:3
H 3.8551 -1.4919 -2.1241 0.105 0.310 0.535
H -2.8040 -0.6365 -0.1059 -0.239 0.429 0.604
H -0.6298 2.6520 -2.0183 -0.040 -0.302 -0.185
O 0.6797 -2.6118 0.1120 0.234 0.490 -0.207
F 1.6848 4.4701 1.4856 -0.175 0.322 0.181
H 0.1341 -2.1386 -3.5022 -0.272 0.168 0.133
C -0.0235 -3.6736 -0.5111 0.247 -0.279 0.500
H 0.2069 -2.3719 0.9123 0.095 0.258 -0.012
H -0.3203 4.5215 -0.4826 0.117 0.213 -0.060
H -2.7439 -4.6081 -0.9232 0.080 0.143 0.049
H 1.5649 1.7765 5.8350 0.203 -0.053 0.067
H -0.1037 3.2127 0.6513 -0.191 -0.006 -0.050
H 2.5033 3.5082 4.1810 0.096 0.062 -0.362
H 1.8323 -3.7579 -3.3472 0.609 -0.277 -0.169
C -2.8523 -0.6674 -1.1944 3.697 -0.637 -1.402
C 1.9582 -2.7735 -3.7980 -0.321 -0.048 0.038
O 2.8478 1.7241 0.4779 0.027 2.362 1.815
O -2.9723 -2.0630 -1.5133 -1.716 -0.426 -0.148
H 1.3468 0.7055 2.0061 0.246 0.992 0.322
F -4.3471 0.0686 -2.9200 -0.024 -0.417 -2.156
O 1.0134 -1.9326 -3.1767 -0.143 0.521 0.004
O 3.7098 -1.1568 -1.2179 -0.245 -0.035 -0.701
C -3.7361 -4.3156 -1.2667 0.246 0.305 -0.307
H 3.3806 1.9160 4.2879 0.755 0.619 -0.176
H -3.9302 -2.9057 0.1564 -0.176 1.033 0.477
H -0.6977 0.4797 3.1660 -0.286 -0.235 0.213
C 2.9655 4.0956 1.3658 0.259 -1.356 0.052
H -4.4407 -4.9634 -0.7452 -0.212 0.041 -0.081
H -1.6606 3.4404 -0.2117 -0.126 -0.422 -0.042
H 1.4108 0.6604 4.4560 -0.159 0.038 0.063
H 2.0506 2.3085 -2.7674 0.533 -0.214 0.262
C -0.5745 3.4783 -0.2952 0.210 0.796 0.929
C -4.1154 0.1780 -1.6294 2.263 -2.828 -1.100
F 3.4058 4.5117 0.1910 -0.108 -0.263 -0.999
H 2.9431 -2.3377 -3.6302 -0.089 -0.314 0.050
H 4.1597 2.2882 1.8582 0.346 0.558 0.802
F -3.9486 1.4084 -1.3869 1.079 4.226 1.069
C 1.4040 1.7074 4.7591 -0.190 0.807 0.177
O -1.5849 -0.3681 -1.7889 -3.022 0.730 1.461
H -0.6346 -4.0935 0.2879 -0.415 -0.511 -0.506
H -0.9046 1.6379 1.9165 -0.077 0.022 -0.428
O 2.2037 2.0565 2.6176 0.843 1.905 0.462
C 2.4839 2.4412 3.9591 -0.736 -2.006 0.518
C -0.6854 0.5829 2.0810 1.127 0.385 0.951
H -3.7624 -4.5253 -2.3360 -0.176 0.068 -0.064
H 0.7121 -4.4111 -0.8320 0.018 -0.128 0.034
F 3.7028 4.8300 2.2277 -0.071 0.066 1.065
H 0.4345 2.1703 4.5748 -0.164 -0.244 -0.156
F -5.2511 -0.1419 -1.0663 -1.936 -1.299 1.753
H -0.6077 -3.3746 -1.3814 -0.189 0.310 0.252
Ba 1.2401 -0.0169 -1.1080 0.090 0.480 0.518
O -0.0273 2.6468 -1.2709 -0.050 -0.462 -0.739
H -5.0375 -2.6252 -1.2225 0.067 0.617 -0.090
H -1.4677 -0.0485 1.6597 0.311 -0.010 -0.286
C 3.1304 2.5271 1.5908 -1.040 -2.819 -3.372
C -4.0077 -2.8280 -0.9281 0.786 -2.036 -0.032
O 2.5013 1.4468 -2.8617 -0.350 -0.037 -0.439
H 1.7892 -2.8290 -4.8733 0.043 -0.060 -0.121
O 0.6166 0.2162 1.6200 -1.792 -1.551 -0.967
```
Forces are in eV/Å.

[4]
DFT (ωB97M-V/def2-TZVPD) results for C12H30Br4HfO9S2 as an isolated structure in a non-equilibrium geometry.

Results
* LUMO: 0.03 eV
* energy above the lowest of the compared OMol25 structures with the same formula, charge and spin: 206.2 kJ/mol

Structure (XYZ):
```
58
Properties=species:S:1:pos:R:3:forces:R:3
C 2.4942 2.7175 -1.6193 0.441 -0.343 0.786
O 3.6674 2.2430 0.8706 -1.574 -0.684 -1.446
H -2.3398 -1.5807 5.0538 0.489 0.077 -0.087
Br 0.1835 1.8149 2.9690 -0.638 -1.400 -0.826
C 1.5049 -3.0053 -2.6851 -0.313 1.013 0.791
O 0.5523 -1.0383 -1.0103 1.355 -0.578 -2.710
Hf -0.4252 -0.3150 1.2251 0.805 0.342 -0.525
H 2.4900 -3.1443 -2.2399 -0.016 0.136 -0.150
C 4.9220 0.5144 -1.1766 0.537 -0.258 -0.369
S 2.7771 1.6485 -0.1166 -0.812 -0.067 -0.056
H 6.3434 -0.7243 -2.1646 -0.051 0.163 -0.256
Br -1.5873 1.2472 -0.9407 0.515 -0.816 1.391
Br -1.7890 -2.6457 0.4812 0.696 1.192 0.490
S 0.9955 -1.2107 -2.4095 -2.878 -0.288 -0.970
H 0.0020 0.2271 -4.5636 0.062 0.018 -0.179
C -0.2646 -1.6235 -5.6220 0.653 -0.228 -1.141
H -2.3095 4.1789 2.9215 -0.012 -0.398 0.053
H 5.1087 1.2864 -1.9232 -0.266 0.844 0.592
H -0.2091 -1.1587 -6.6064 -0.041 0.407 0.029
H 1.4411 -3.2856 -3.7365 0.225 0.599 0.033
H -2.5930 0.8068 4.0055 1.023 0.006 -0.006
H -5.0286 1.8073 2.7706 0.016 0.325 0.087
H -0.9513 -2.4547 -5.7818 0.023 -0.104 0.577
H 3.4568 2.8451 -2.1144 0.031 -0.427 -0.018
H -2.6122 -2.1545 3.3687 -0.477 -0.477 0.475
C -0.6218 -0.6664 -4.5376 0.132 0.862 -0.597
C -2.8950 -0.1310 3.5391 0.990 1.266 0.685
H -0.0194 -1.2441 5.5818 -0.824 0.766 -0.387
O 1.4421 1.0954 0.2165 2.322 1.027 -0.255
O -0.8150 -1.4134 3.5282 0.856 0.458 2.152
C -3.9874 0.2734 1.5035 1.573 1.491 -1.241
C -0.0265 -1.8680 4.6881 1.154 -0.492 0.034
O -3.1970 2.5844 1.9396 -2.382 0.125 0.824
H 1.0441 -1.9964 4.5283 -0.214 0.237 -1.152
C 5.2661 -0.6881 -2.0023 -0.339 -1.131 -0.427
H -0.3566 -2.8503 5.0260 -0.461 -0.071 -0.395
H 5.5784 0.6251 -0.3135 -0.366 0.147 0.135
H -5.0702 2.1257 0.9936 -0.035 0.121 0.101
O -0.4617 -1.2912 -3.2919 1.407 -0.580 2.721
H 1.7756 2.1623 -2.2221 0.153 0.025 0.067
H 4.9808 -1.6753 -1.6389 -0.018 0.164 0.727
H -3.7633 0.2522 0.4370 -0.004 0.081 0.039
O -2.6786 -0.0179 2.1253 -1.025 0.253 0.208
H -3.9462 -0.0512 3.8164 -0.301 -1.122 -0.426
Br 2.0898 -1.7287 1.7419 -1.625 0.726 -0.142
C -3.3170 3.8390 2.6816 -0.112 -0.281 -0.551
H 0.7505 -1.9681 -5.4247 -0.027 -0.362 -0.123
H 2.1632 3.7396 -1.4356 -0.308 -0.326 0.684
H -3.9411 3.8234 3.5751 0.202 -0.876 0.415
H -1.6518 -0.3268 -4.6472 -0.102 -0.097 0.493
H 4.7073 -0.6141 -2.9353 0.342 0.102 -0.289
C -4.4649 1.7953 1.8377 2.481 -1.182 0.086
O 3.5374 0.4212 -0.8202 -0.635 0.514 0.486
C -2.1757 -1.3770 3.9956 -1.331 -0.266 -1.692
O 1.8374 -0.2603 -3.1310 -0.696 -1.321 1.458
H 0.7838 -3.6242 -2.1512 -0.096 0.359 0.226
H -3.7939 4.6684 2.1593 0.014 -0.197 -0.945
H -4.6026 -0.6086 1.6815 -0.517 0.527 0.514
```
Forces are in eV/Å.